w | Here is a cluster of 2 separate species, C3H6O3 in total from the Open Molecules 2025 dataset. Energies are from wB97M-V/def2-TZVPD.

Last column: Mulliken charge in e.
Geometry (Å):
1 O -1.559 -0.229 -0.995  -0.54
2 C -0.270 0.189 -1.243  0.07
3 C 0.372 1.359 -0.562  -0.27
4 O 0.235 0.850 0.776  -0.47
5 C 0.846 0.039 -0.253  -0.25
6 O -0.364 -1.562 2.156  -0.64
7 H -1.709 -0.117 -0.042  0.35
8 H -0.005 0.042 -2.289  0.35
9 H 0.869 2.292 -0.781  0.35
10 H -0.069 -0.646 2.075  0.39
11 H 1.827 -0.400 -0.148  0.35
12 H -0.164 -1.952 1.297  0.31

HOMO = -10.03 eV
HOMO-LUMO gap = 10.87 eV
Multiplicity = 1
LUMO = 0.841 eV
SMILES string = O[C@H]1[C@H]2O[C@@H]12.O

x | Here is a cluster of 2 separate species, C3H6O3 in total from the Open Molecules 2025 dataset. Energies are from wB97M-V/def2-TZVPD.

Last column: Mulliken charge in e.
Geometry (Å):
1 C -0.638 -0.089 0.350  0.89
2 C 1.682 0.707 0.229  -0.08
3 C -0.790 -0.862 -0.917  -0.93
4 O 0.303 -0.243 1.180  -0.61
5 O 0.973 1.321 -0.603  -0.62
6 O -1.763 0.476 0.753  -0.44
7 H -1.637 0.840 1.644  0.37
8 H 2.221 -0.213 -0.047  0.25
9 H 2.102 1.230 1.101  0.25
10 H -0.895 -1.920 -0.674  0.28
11 H 0.096 -0.732 -1.535  0.32
12 H -1.652 -0.516 -1.481  0.31

HOMO = -9.19 eV
HOMO-LUMO gap = 9.70 eV
Multiplicity = 1
LUMO = 0.515 eV
SMILES string = CC(=O)O.C=O

Which one sits at the top of the stability order? x does.

w | Here is the molecule C3H6O3 from the Open Molecules 2025 dataset. Energies are from wB97M-V/def2-TZVPD.

Last column: Mulliken charge in e.
Geometry (Å):
1 C -2.300 -0.075 -0.062  -0.59
2 C 0.008 -0.054 -0.151  0.82
3 C 2.194 0.015 0.075  -0.67
4 H -2.930 -0.464 -0.915  0.24
5 H -2.819 -0.258 1.000  0.20
6 H -2.055 0.976 -0.093  0.35
7 H 2.147 0.361 1.109  0.29
8 H 3.231 -0.720 -0.259  0.21
9 H 2.412 0.747 -0.676  0.31
10 O -0.950 -0.769 0.112  -0.30
11 O 0.005 1.126 -0.029  -0.56
12 O 1.056 -0.886 -0.112  -0.30

HOMO = -10.81 eV
HOMO-LUMO gap = 11.67 eV
Multiplicity = 1
LUMO = 0.855 eV
SMILES string = COC(=O)OC

x | Here is a cluster of 2 separate species, C3H6O3 in total from the Open Molecules 2025 dataset. Energies are from wB97M-V/def2-TZVPD.

Last column: Mulliken charge in e.
Geometry (Å):
1 O 2.479 0.498 -0.541  -0.62
2 C 1.191 -0.770 0.107  -0.42
3 C 0.012 0.110 0.027  0.81
4 O 0.164 1.264 -0.327  -0.67
5 C -1.418 -0.262 0.409  -0.43
6 O -2.272 0.634 -0.234  -0.52
7 H 2.042 1.345 -0.842  0.34
8 H 1.081 -1.568 0.916  0.29
9 H 1.622 -1.207 -0.762  0.27
10 H -1.490 -0.183 1.511  0.24
11 H -1.690 -1.286 0.134  0.33
12 H -1.722 1.424 -0.397  0.37

HOMO (spin up / spin down) = -10.48 / -10.48 eV
HOMO-LUMO gap (spin up / spin down) = 9.54 / 9.54 eV
Multiplicity = 1
LUMO (spin up / spin down) = -0.937 / -0.937 eV

y | Here is a cluster of 2 separate species, C3H6O3 in total from the Open Molecules 2025 dataset. Energies are from wB97M-V/def2-TZVPD.

Last column: Mulliken charge in e.
Geometry (Å):
1 O -2.158 -0.791 -1.555  -0.47
2 C -1.382 -0.061 -0.999  0.22
3 C -1.008 1.359 -1.355  -0.82
4 H -1.055 -0.428 -0.008  0.25
5 H -1.164 1.493 -2.426  0.28
6 H 0.057 1.479 -1.162  0.29
7 H -1.653 2.017 -0.778  0.25
8 O 2.899 -1.047 1.245  -0.47
9 C 1.865 -0.663 1.691  0.20
10 O 0.744 -1.397 1.696  -0.39
11 H 1.761 0.325 2.142  0.35
12 H 1.094 -2.286 1.509  0.31

HOMO = -9.80 eV
HOMO-LUMO gap = 10.51 eV
Multiplicity = 1
LUMO = 0.712 eV
SMILES string = CC=O.O=CO

z | Here is the molecule C3H6O3 from the Open Molecules 2025 dataset. Energies are from wB97M-V/def2-TZVPD.

Last column: Mulliken charge in e.
Geometry (Å):
1 C 1.956 0.275 0.065  -0.63
2 C -0.308 -0.204 -0.001  -0.47
3 C -1.675 0.535 -0.071  0.56
4 H 1.910 -0.518 0.883  0.25
5 H 2.787 0.990 0.165  0.25
6 H 2.207 -0.265 -0.914  0.26
7 H -0.156 -0.994 -0.802  0.31
8 H -0.273 -0.845 0.952  0.32
9 H -2.558 -1.230 -0.278  0.35
10 O 0.645 0.833 -0.090  -0.27
11 O -2.762 -0.276 0.052  -0.50
12 O -1.770 1.700 0.040  -0.44

HOMO = -10.37 eV
HOMO-LUMO gap = 10.80 eV
Multiplicity = 1
LUMO = 0.429 eV
SMILES string = COCC(=O)O

Which one sits at the top of the stability order? y does.

w | Here is the molecule C2H6S2 from the Open Molecules 2025 dataset. Energies are from wB97M-V/def2-TZVPD.

Last column: Mulliken charge in e.
Geometry (Å):
1 C 0.207 0.428 1.503  -1.14
2 C 0.147 0.450 -0.024  -0.44
3 S -0.733 -1.059 -0.579  -0.10
4 S -0.533 -0.776 -2.644  -0.21
5 H 0.538 -0.546 1.846  0.34
6 H -0.791 0.620 1.877  0.32
7 H 0.846 1.249 1.824  0.33
8 H 1.112 0.428 -0.522  0.39
9 H -0.426 1.286 -0.401  0.36
10 H -0.367 -2.081 -2.879  0.15

HOMO = -8.34 eV
HOMO-LUMO gap = 8.89 eV
Multiplicity = 1
LUMO = 0.547 eV
SMILES string = CCSS

x | Here is the molecule C2H6S2 from the Open Molecules 2025 dataset. Energies are from wB97M-V/def2-TZVPD.

Last column: Mulliken charge in e.
Geometry (Å):
1 C 0.304 -1.650 -0.031  -0.53
2 S 0.444 -0.927 1.747  -0.09
3 S 0.777 1.140 1.131  -0.08
4 C -0.453 1.571 -0.221  -0.86
5 H 1.263 -2.070 -0.301  0.33
6 H -0.544 -2.123 -0.229  0.37
7 H 0.224 -0.758 -0.684  -0.05
8 H -0.106 0.959 -1.059  0.28
9 H -1.428 1.185 0.047  0.31
10 H -0.480 2.673 -0.400  0.31

HOMO = -8.37 eV
HOMO-LUMO gap = 8.75 eV
Multiplicity = 1
LUMO = 0.380 eV
SMILES string = CSSC

y | Here is the molecule C2H6S2 from the Open Molecules 2025 dataset. Energies are from wB97M-V/def2-TZVPD.

Last column: Mulliken charge in e.
Geometry (Å):
1 C 1.798 0.479 -0.113  -0.87
2 C 0.840 -0.485 0.509  -0.01
3 H -2.367 -0.379 -0.951  0.15
4 H -4.145 -0.050 -0.229  0.14
5 H 2.774 -0.005 -0.249  0.28
6 H 1.959 1.328 0.562  0.28
7 H 1.434 0.839 -1.077  0.31
8 H 1.155 -0.881 1.478  0.30
9 S -2.880 0.121 0.184  -0.29
10 S -0.568 -0.967 -0.114  -0.28

HOMO = -8.50 eV
HOMO-LUMO gap = 8.32 eV
Multiplicity = 1
LUMO = -0.177 eV

Which one sits at the top of the stability order? w does.

w | Here is a cluster of 2 separate species, C7H14O in total from the Open Molecules 2025 dataset. Energies are from wB97M-V/def2-TZVPD.

Last column: Mulliken charge in e.
Geometry (Å):
1 C 0.329 -2.258 1.962  -1.18
2 C -0.026 -1.581 0.633  -0.41
3 C -0.447 -0.134 0.786  -0.52
4 C 0.443 0.903 0.096  0.65
5 C 1.710 0.644 -0.243  -1.02
6 C -1.029 2.614 -0.916  -0.68
7 C -0.003 2.301 -0.133  -0.71
8 H 1.374 -2.522 2.133  0.28
9 H -0.192 -3.215 2.037  0.28
10 H 0.013 -1.611 2.778  0.33
11 H 0.715 -1.633 -0.184  0.38
12 H -0.794 -2.172 0.112  0.32
13 H -0.356 0.343 1.784  0.39
14 H -1.509 0.056 0.573  0.31
15 H 2.370 -0.180 -0.039  0.34
16 H 2.206 1.516 -0.670  0.31
17 H -1.896 1.998 -1.104  0.29
18 H -1.119 3.659 -1.182  0.28
19 H 0.767 3.010 0.139  0.38
20 H -0.738 -1.173 -2.381  0.29
21 H -0.561 -0.071 -3.351  0.32
22 O -1.258 -0.494 -2.831  -0.63

HOMO = -8.83 eV
HOMO-LUMO gap = 9.70 eV
Multiplicity = 1
LUMO = 0.869 eV
SMILES string = C=CC(=C)CCC.O

x | Here is a cluster of 2 separate species, C7H14O in total from the Open Molecules 2025 dataset. Energies are from wB97M-V/def2-TZVPD.

Last column: Mulliken charge in e.
Geometry (Å):
1 C -2.064 -0.421 -1.692  -1.12
2 C -1.243 -1.456 -0.864  -0.63
3 C 0.121 -0.900 -0.411  -0.45
4 C 0.107 0.348 0.401  0.95
5 C -1.036 0.691 1.066  -1.25
6 C 2.221 1.553 -0.283  -0.68
7 C 1.238 1.295 0.568  -0.60
8 H -1.642 -0.129 -2.634  0.32
9 H -2.245 0.545 -1.178  0.34
10 H -3.046 -0.930 -1.832  0.34
11 H -1.864 -1.750 -0.005  0.29
12 H -1.427 -2.368 -1.515  0.36
13 H 0.766 -0.962 -1.224  0.43
14 H 0.552 -1.811 0.166  0.22
15 H -1.855 0.005 1.204  0.32
16 H -1.267 1.697 1.423  0.25
17 H 2.518 1.038 -1.159  0.29
18 H 2.839 2.453 -0.129  0.24
19 H 1.005 2.031 1.332  0.36
20 H 1.494 -0.830 2.211  0.33
21 H 2.453 0.411 2.160  0.37
22 O 2.376 -0.510 2.397  -0.67

HOMO = -8.89 eV
HOMO-LUMO gap = 9.50 eV
Multiplicity = 1
LUMO = 0.616 eV
SMILES string = C=CC(=C)CCC.O

Which one sits at the top of the stability order? w does.